Here is a 12-piece molecular cluster, C84H184N8O12 overall in a non-equilibrium geometry from the OMol25 dataset. Energies are from wB97M-V/def2-TZVPD.

Bonds (Å) are listed after each position.
Geometry (Å):
1 C 3.46170 -4.48372 -1.61407  C2 1.525, H12 1.090, H13 1.090, H14 1.090
2 C 4.15470 -4.02066 -0.33739  C1 1.525, C3 1.570, C4 1.585, N10 1.486
3 C 3.64703 -2.57627 0.00922  C2 1.570, H15 1.090, H16 1.090, H17 1.090
4 C 3.77400 -4.97107 0.87276  C2 1.585, C5 1.550, H18 1.090, H19 1.090
5 C 4.71225 -4.92306 2.10545  C4 1.550, C6 1.574, H20 1.090, H21 1.090
6 C 6.17895 -5.13817 1.57557  C5 1.574, C7 1.589, H22 1.090, H23 1.090
7 C 6.61538 -4.08625 0.46693  C6 1.589, C8 1.571, C9 1.539, N10 1.469
8 C 6.75948 -2.66751 1.12546  C7 1.571, H24 1.090, H25 1.090, H26 1.090
9 C 7.96340 -4.60822 -0.06199  C7 1.539, H27 1.090, H28 1.090, H29 1.090
10 N 5.61575 -4.05000 -0.60899  C2 1.486, C7 1.469, O11 1.398
11 O 5.94432 -3.28072 -1.72877  N10 1.398, H30 0.960
12 H 3.56592 -3.81380 -2.46756  C1 1.090
13 H 3.88211 -5.43404 -1.94308  C1 1.090
14 H 2.39048 -4.61429 -1.46056  C1 1.090
15 H 2.56771 -2.46544 -0.09523  C3 1.090
16 H 3.86603 -2.13854 0.98314  C3 1.090
17 H 4.06428 -1.90815 -0.74418  C3 1.090
18 H 2.77452 -4.76290 1.25460  C4 1.090
19 H 3.67881 -5.98638 0.48779  C4 1.090
20 H 4.67915 -3.96313 2.62073  C5 1.090
21 H 4.27430 -5.62177 2.81827  C5 1.090
22 H 6.26660 -6.15851 1.20229  C6 1.090
23 H 6.85147 -5.16677 2.43289  C6 1.090
24 H 7.71717 -2.53604 1.62909  C8 1.090
25 H 5.97689 -2.38975 1.83151  C8 1.090
26 H 6.77128 -1.86670 0.38607  C8 1.090
27 H 8.68050 -4.84777 0.72317  C9 1.090
28 H 8.40973 -3.92288 -0.78254  C9 1.090
29 H 7.83157 -5.54861 -0.59715  C9 1.090
30 H 6.08742 -3.92559 -2.42538  O11 0.960
31 C 6.97345 2.14093 0.02263  C32 1.548, H42 1.090, H43 1.090, H44 1.090
32 C 5.43190 2.04498 -0.08307  C31 1.548, C33 1.509, C34 1.549, N40 1.490
33 C 5.01045 1.33616 -1.34656  C32 1.509, H45 1.090, H46 1.090, H47 1.090
34 C 5.02777 1.18383 1.13977  C32 1.549, C35 1.587, H48 1.090, H49 1.090
35 C 3.47331 1.25457 1.45126  C34 1.587, C36 1.557, H50 1.090, H51 1.090
36 C 3.06589 2.74531 1.64198  C35 1.557, C37 1.579, H52 1.090, H53 1.090
37 C 3.44811 3.61561 0.38127  C36 1.579, C38 1.556, C39 1.555, N40 1.485
38 C 2.45163 3.44971 -0.80201  C37 1.556, H54 1.090, H55 1.090, H56 1.090
39 C 3.29074 5.10000 0.81523  C37 1.555, H57 1.090, H58 1.090, H59 1.090
40 N 4.87287 3.42283 0.00859  C32 1.490, C37 1.485, O41 1.406
41 O 5.32516 4.25875 -1.02712  N40 1.406, H60 0.960
42 H 7.36730 1.13146 0.14067  C31 1.090
43 H 7.49602 2.50396 -0.86238  C31 1.090
44 H 7.22853 2.73414 0.90078  C31 1.090
45 H 5.51179 0.36941 -1.39294  C33 1.090
46 H 3.95228 1.11887 -1.49196  C33 1.090
47 H 5.32775 1.90058 -2.22341  C33 1.090
48 H 5.07297 0.12003 0.90654  C34 1.090
49 H 5.63262 1.43834 2.01010  C34 1.090
50 H 2.81476 0.81769 0.70057  C35 1.090
51 H 3.27083 0.64673 2.33311  C35 1.090
52 H 3.37785 3.23385 2.56508  C36 1.090
53 H 1.97833 2.78507 1.70288  C36 1.090
54 H 1.49181 3.90127 -0.55113  C38 1.090
55 H 2.30622 2.40645 -1.08234  C38 1.090
56 H 2.68378 4.00898 -1.70833  C38 1.090
57 H 2.35093 5.35255 1.30622  C39 1.090
58 H 3.41603 5.83588 0.02094  C39 1.090
59 H 4.12519 5.29166 1.48981  C39 1.090
60 H 6.15371 4.64741 -0.73722  O41 0.960
61 C -0.95984 5.27698 3.75553  C62 1.558, H72 1.090, H73 1.090, H74 1.090
62 C 0.04423 6.43267 3.46649  C61 1.558, C63 1.558, C64 1.584, N70 1.526
63 C 1.47981 6.08287 3.95947  C62 1.558, H75 1.090, H76 1.090, H77 1.090
64 C -0.06114 6.63303 1.89879  C62 1.584, C65 1.587, H78 1.090, H79 1.090
65 C 0.73446 7.91904 1.41573  C64 1.587, C66 1.542, H80 1.090, H81 1.090
66 C 0.15484 9.14850 2.14326  C65 1.542, C67 1.527, H82 1.090, H83 1.090
67 C 0.01236 9.04984 3.66064  C66 1.527, C68 1.503, C69 1.520, N70 1.493
68 C 1.31122 9.39159 4.33508  C67 1.503, H84 1.090, H85 1.090, H86 1.090
69 C -1.00984 10.04800 4.17870  C67 1.520, H87 1.090, H88 1.090, H89 1.090
70 N -0.49124 7.71450 4.09868  C62 1.526, C67 1.493, O71 1.434
71 O -0.78422 7.61474 5.49855  N70 1.434, H90 0.960
72 H -1.03202 4.97963 4.80171  C61 1.090
73 H -1.99230 5.46397 3.46033  C61 1.090
74 H -0.72640 4.34059 3.24878  C61 1.090
75 H 2.24782 6.66071 3.44532  C63 1.090
76 H 1.63682 6.38678 4.99441  C63 1.090
77 H 1.65188 5.02356 3.76878  C63 1.090
78 H 0.25872 5.76056 1.32907  C64 1.090
79 H -1.08952 6.85393 1.61291  C64 1.090
80 H 1.76695 7.84681 1.75758  C65 1.090
81 H 0.76217 7.99524 0.32875  C65 1.090
82 H -0.86647 9.33084 1.80891  C66 1.090
83 H 0.82155 9.96444 1.86429  C66 1.090
84 H 1.18270 9.39795 5.41746  C68 1.090
85 H 1.65729 10.35970 3.97299  C68 1.090
86 H 2.09729 8.67542 4.09572  C68 1.090
87 H -1.04955 9.98039 5.26589  C69 1.090
88 H -2.02314 9.83389 3.83888  C69 1.090
89 H -0.80189 11.10565 4.01675  C69 1.090
90 H 0.07732 7.42563 5.87745  O71 0.960
91 C -3.52547 -1.84468 -5.21952  C92 1.567, H102 1.090, H103 1.090, H104 1.090
92 C -3.36963 -3.05265 -4.23411  C91 1.567, C93 1.586, C94 1.590, N100 1.438
93 C -4.27470 -2.74793 -2.96728  C92 1.586, H105 1.090, H106 1.090, H107 1.090
94 C -3.97814 -4.23445 -5.10602  C92 1.590, C95 1.534, H108 1.090, H109 1.090
95 C -3.73788 -5.62741 -4.51027  C94 1.534, C96 1.586, H110 1.090, H111 1.090
96 C -2.16673 -5.72615 -4.31514  C95 1.586, C97 1.518, H112 1.090, H113 1.090
97 C -1.46558 -4.64217 -3.51590  C96 1.518, C98 1.612, C99 1.585, N100 1.490
98 C -1.70706 -4.89271 -1.94208  C97 1.612, H114 1.090, H115 1.090, H116 1.090
99 C 0.08964 -4.76903 -3.79217  C97 1.585, H117 1.090, H118 1.090, H119 1.090
100 N -1.98638 -3.31114 -3.93853  C92 1.438, C97 1.490, O101 1.412
101 O -1.26000 -2.20128 -3.45337  N100 1.412, H120 0.960
102 H -4.52258 -1.88801 -5.65769  C91 1.090
103 H -3.37291 -0.87596 -4.74368  C91 1.090
104 H -2.86312 -1.89309 -6.08384  C91 1.090
105 H -5.34038 -2.64350 -3.17099  C93 1.090
106 H -4.24991 -3.47297 -2.15377  C93 1.090
107 H -4.12131 -1.74654 -2.56505  C93 1.090
108 H -5.06352 -4.16884 -5.18194  C94 1.090
109 H -3.59894 -4.14623 -6.12412  C94 1.090
110 H -4.19249 -5.57766 -3.52085  C95 1.090
111 H -4.05433 -6.37975 -5.23273  C95 1.090
112 H -1.78022 -5.76503 -5.33358  C96 1.090
113 H -2.06714 -6.66615 -3.77238  C96 1.090
114 H -1.16536 -5.79052 -1.64438  C98 1.090
115 H -2.76550 -5.07160 -1.75294  C98 1.090
116 H -1.29424 -4.01071 -1.45245  C98 1.090
117 H 0.73424 -4.19111 -3.12991  C99 1.090
118 H 0.26983 -4.38661 -4.79685  C99 1.090
119 H 0.48230 -5.78436 -3.73738  C99 1.090
120 H -0.70343 -1.86410 -4.15916  O101 0.960
121 C -6.41089 0.06554 -1.22796  C122 1.511, H132 1.090, H133 1.090, H134 1.090
122 C -6.58321 -0.82828 -0.02218  C121 1.511, C123 1.565, C124 1.607, N130 1.482
123 C -7.37049 -0.05340 1.08673  C122 1.565, H135 1.090, H136 1.090, H137 1.090
124 C -7.58380 -1.98087 -0.52460  C122 1.607, C125 1.533, H138 1.090, H139 1.090
125 C -7.62247 -3.20689 0.39562  C124 1.533, C126 1.534, H140 1.090, H141 1.090
126 C -6.19614 -3.69112 0.68590  C125 1.534, C127 1.592, H142 1.090, H143 1.090
127 C -5.20488 -2.58481 1.25955  C126 1.592, C128 1.521, C129 1.594, N130 1.443
128 C -5.46586 -2.31943 2.73391  C127 1.521, H144 1.090, H145 1.090, H146 1.090
129 C -3.78947 -3.29596 1.08397  C127 1.594, H147 1.090, H148 1.090, H149 1.090
130 N -5.29731 -1.44800 0.37582  C122 1.482, C127 1.443, O131 1.447
131 O -4.24044 -0.51331 0.69502  N130 1.447, H150 0.960
132 H -5.91714 -0.44240 -2.05639  C121 1.090
133 H -7.34300 0.47420 -1.61816  C121 1.090
134 H -5.70929 0.85731 -0.96538  C121 1.090
135 H -7.69440 -0.69532 1.90594  C123 1.090
136 H -6.66994 0.60126 1.60513  C123 1.090
137 H -8.17926 0.55350 0.67970  C123 1.090
138 H -8.62554 -1.66119 -0.55076  C124 1.090
139 H -7.37809 -2.34439 -1.53139  C124 1.090
140 H -8.05765 -2.87474 1.33817  C125 1.090
141 H -8.30345 -3.99527 0.07496  C125 1.090
142 H -5.80545 -3.96276 -0.29474  C126 1.090
143 H -6.22073 -4.58626 1.30737  C126 1.090
144 H -5.07248 -1.32906 2.96307  C128 1.090
145 H -5.02836 -3.09969 3.35670  C128 1.090
146 H -6.54641 -2.29836 2.87564  C128 1.090
147 H -3.62455 -3.47394 0.02133  C129 1.090
148 H -3.66010 -4.24950 1.59594  C129 1.090
149 H -2.99457 -2.65239 1.46087  C129 1.090
150 H -3.56252 -0.56803 0.01751  O131 0.960
151 C 3.40220 -0.78903 -6.00752  C152 1.571, H162 1.090, H163 1.090, H164 1.090
152 C 2.54546 -0.56565 -4.70996  C151 1.571, C153 1.538, C154 1.552, N160 1.473
153 C 2.69640 -1.79372 -3.79717  C152 1.538, H165 1.090, H166 1.090, H167 1.090
154 C 3.02635 0.75210 -4.04571  C152 1.552, C155 1.530, H168 1.090, H169 1.090
155 C 2.46890 2.02536 -4.68587  C154 1.530, C156 1.498, H170 1.090, H171 1.090
156 C 0.97194 1.98309 -4.63569  C155 1.498, C157 1.553, H172 1.090, H173 1.090
157 C 0.37924 0.80888 -5.46059  C156 1.553, C158 1.516, C159 1.500, N160 1.502
158 C -1.08386 0.67677 -5.08611  C157 1.516, H174 1.090, H175 1.090, H176 1.090
159 C 0.44047 0.95150 -6.95222  C157 1.500, H177 1.090, H178 1.090, H179 1.090
160 N 1.12087 -0.43492 -5.06295  C152 1.473, C157 1.502, O161 1.403
161 O 0.54664 -1.58089 -5.63411  N160 1.403, H180 0.960
162 H 4.45686 -1.00406 -5.83565  C151 1.090
163 H 3.03988 -1.63441 -6.59247  C151 1.090
164 H 3.25257 0.10384 -6.61457  C151 1.090
165 H 3.71435 -1.81105 -3.40786  C153 1.090
166 H 1.93724 -1.78543 -3.01505  C153 1.090
167 H 2.64561 -2.66490 -4.45028  C153 1.090
168 H 2.75970 0.75714 -2.98884  C154 1.090
169 H 4.11359 0.81435 -4.09193  C154 1.090
170 H 2.80266 2.85759 -4.06612  C155 1.090
171 H 2.84057 2.20220 -5.69517  C155 1.090
172 H 0.75376 2.90168 -5.18038  C156 1.090
173 H 0.68155 2.01964 -3.58572  C156 1.090
174 H -1.54989 -0.09889 -5.69378  C158 1.090
175 H -1.70124 1.54959 -5.29856  C158 1.090
176 H -1.28873 0.46554 -4.03657  C158 1.090
177 H -0.15848 1.84224 -7.14185  C159 1.090
178 H -0.10208 0.19442 -7.51839  C159 1.090
179 H 1.45875 1.08426 -7.31771  C159 1.090
180 H 0.95419 -1.66843 -6.49889  O161 0.960
181 C -1.06762 -9.78951 3.41438  C182 1.544, H192 1.090, H193 1.090, H194 1.090
182 C -0.32602 -8.44248 3.55700  C181 1.544, C183 1.574, C184 1.540, N190 1.447
183 C 1.02276 -8.68573 4.33075  C182 1.574, H195 1.090, H196 1.090, H197 1.090
184 C -0.04761 -8.00906 2.10522  C182 1.540, C185 1.541, H198 1.090, H199 1.090
185 C 0.26814 -6.52799 1.81845  C184 1.541, C186 1.539, H200 1.090, H201 1.090
186 C -0.80130 -5.65568 2.49903  C185 1.539, C187 1.562, H202 1.090, H203 1.090
187 C -1.11766 -6.01791 3.98515  C186 1.562, C188 1.555, C189 1.573, N190 1.487
188 C 0.04881 -5.33226 4.75225  C187 1.555, H204 1.090, H205 1.090, H206 1.090
189 C -2.50787 -5.37457 4.34258  C187 1.573, H207 1.090, H208 1.090, H209 1.090
190 N -1.19282 -7.48583 4.20960  C182 1.447, C187 1.487, O191 1.424
191 O -1.64927 -7.88121 5.49892  N190 1.424, H210 0.960
192 H -0.54787 -10.46442 2.73434  C181 1.090
193 H -1.25354 -10.30333 4.35753  C181 1.090
194 H -2.07899 -9.60654 3.05139  C181 1.090
195 H 1.17744 -7.96648 5.13503  C183 1.090
196 H 0.94590 -9.63607 4.85898  C183 1.090
197 H 1.88630 -8.70040 3.66578  C183 1.090
198 H 0.87468 -8.49690 1.78978  C184 1.090
199 H -0.83179 -8.36819 1.43876  C184 1.090
200 H 1.23945 -6.29806 2.25638  C185 1.090
201 H 0.31936 -6.23894 0.76872  C185 1.090
202 H -1.71793 -5.77396 1.92122  C186 1.090
203 H -0.61379 -4.58195 2.50459  C186 1.090
204 H 1.04074 -5.75632 4.59626  C188 1.090
205 H 0.08953 -5.50164 5.82824  C188 1.090
206 H 0.09958 -4.24835 4.64904  C188 1.090
207 H -2.57056 -4.29642 4.19513  C189 1.090
208 H -2.70410 -5.72268 5.35669  C189 1.090
209 H -3.31780 -5.61403 3.65354  C189 1.090
210 H -0.88676 -7.92389 6.08062  O191 0.960
211 C -3.10071 4.19200 0.97264  C212 1.524, H222 1.090, H223 1.090, H224 1.090
212 C -3.01089 4.07510 -0.54378  C211 1.524, C213 1.529, C214 1.588, N220 1.472
213 C -1.63013 4.53636 -1.01039  C212 1.529, H225 1.090, H226 1.090, H227 1.090
214 C -3.30345 2.57610 -0.98042  C212 1.588, C215 1.587, H228 1.090, H229 1.090
215 C -3.63010 2.35777 -2.51805  C214 1.587, C216 1.528, H230 1.090, H231 1.090
216 C -4.75240 3.34531 -2.83427  C215 1.528, C217 1.567, H232 1.090, H233 1.090
217 C -4.49674 4.85318 -2.49324  C216 1.567, C218 1.524, C219 1.538, N220 1.480
218 C -3.63494 5.39266 -3.62899  C217 1.524, H234 1.090, H235 1.090, H236 1.090
219 C -5.88024 5.50326 -2.65963  C217 1.538, H237 1.090, H238 1.090, H239 1.090
220 N -4.05050 4.96419 -1.08632  C212 1.472, C217 1.480, O221 1.375
221 O -3.88110 6.29589 -0.78942  N220 1.375, H240 0.960
222 H -2.51754 3.33331 1.30531  C211 1.090
223 H -2.71641 5.15892 1.29740  C211 1.090
224 H -4.09586 3.89492 1.30358  C211 1.090
225 H -0.85806 3.93448 -0.53107  C213 1.090
226 H -1.59614 4.37798 -2.08828  C213 1.090
227 H -1.50814 5.60986 -0.86617  C213 1.090
228 H -2.44237 1.95827 -0.72562  C214 1.090
229 H -4.11312 2.13798 -0.39682  C214 1.090
230 H -2.77359 2.61748 -3.14017  C215 1.090
231 H -4.00044 1.34579 -2.68191  C215 1.090
232 H -5.54584 2.93754 -2.20793  C216 1.090
233 H -5.14897 3.12020 -3.82431  C216 1.090
234 H -2.67809 4.93008 -3.87096  C218 1.090
235 H -3.34632 6.41720 -3.39423  C218 1.090
236 H -4.19175 5.38707 -4.56603  C218 1.090
237 H -5.72601 6.54095 -2.36380  C219 1.090
238 H -6.63835 5.08037 -2.00044  C219 1.090
239 H -6.28208 5.34231 -3.65999  C219 1.090
240 H -4.58901 6.46643 -0.16381  O221 0.960
241 C 0.54127 1.58644 5.31887  C242 1.545, H245 1.090, H246 1.090, H247 1.090
242 C -0.51301 0.75564 6.08469  C241 1.545, C243 1.510, O244 1.372, H248 1.090
243 C -1.55313 0.39668 5.05129  C242 1.510, H249 1.090, H250 1.090, H251 1.090
244 O 0.04726 -0.35752 6.65831  C242 1.372, H252 0.960
245 H 1.31493 1.99985 5.96591  C241 1.090
246 H 0.10769 2.43696 4.79281  C241 1.090
247 H 1.04239 1.06770 4.50163  C241 1.090
248 H -0.86018 1.35171 6.92865  C242 1.090
249 H -2.15230 -0.43956 5.41160  C243 1.090
250 H -1.09127 -0.07446 4.18365  C243 1.090
251 H -2.12492 1.30127 4.84426  C243 1.090
252 H -0.65749 -0.87966 7.04856  O244 0.960
253 C 0.93245 5.80363 -3.73263  C254 1.502, H257 1.090, H258 1.090, H259 1.090
254 C 1.81422 6.74621 -2.96366  C253 1.502, C255 1.516, O256 1.374, H260 1.090
255 C 3.26697 6.68960 -3.39452  C254 1.516, H261 1.090, H262 1.090, H263 1.090
256 O 1.32748 7.99065 -3.28276  C254 1.374, H264 0.960
257 H -0.09763 6.09203 -3.52322  C253 1.090
258 H 0.98538 4.77333 -3.38081  C253 1.090
259 H 1.14021 5.88033 -4.79989  C253 1.090
260 H 1.68921 6.63450 -1.88663  C254 1.090
261 H 3.72970 5.77875 -3.01458  C255 1.090
262 H 3.80110 7.59964 -3.12130  C255 1.090
263 H 3.32958 6.74215 -4.48145  C255 1.090
264 H 0.40060 8.02023 -3.03454  O256 0.960
265 C 4.31954 -1.97615 4.78214  C266 1.568, H269 1.090, H270 1.090, H271 1.090
266 C 2.86543 -1.38906 4.81170  C265 1.568, C267 1.553, O268 1.426, H272 1.090
267 C 1.87785 -2.12362 3.86518  C266 1.553, H273 1.090, H274 1.090, H275 1.090
268 O 2.38936 -1.53035 6.14843  C266 1.426, H276 0.960
269 H 4.84481 -1.85336 3.83498  C265 1.090
270 H 4.38657 -3.01678 5.09950  C265 1.090
271 H 4.88145 -1.41159 5.52620  C265 1.090
272 H 2.90056 -0.33569 4.53370  C266 1.090
273 H 2.02017 -3.18853 4.04908  C267 1.090
274 H 2.12983 -1.96469 2.81668  C267 1.090
275 H 0.85605 -1.78461 4.03574  C267 1.090
276 H 1.56915 -1.04910 6.27980  O268 0.960
277 C 0.18484 0.31775 -1.23422  C278 1.520, H281 1.090, H282 1.090, H283 1.090
278 C -0.63801 -0.75806 -0.54329  C277 1.520, C279 1.526, O280 1.392, H284 1.090
279 C -0.42011 -0.73855 0.96663  C278 1.526, H285 1.090, H286 1.090, H287 1.090
280 O -1.99008 -0.64868 -0.85616  C278 1.392, H288 0.960
281 H -0.01186 0.30528 -2.30625  C277 1.090
282 H 1.24984 0.09141 -1.18275  C277 1.090
283 H -0.15492 1.30574 -0.92350  C277 1.090
284 H -0.31621 -1.72661 -0.92599  C278 1.090
285 H -0.70678 0.24826 1.33015  C279 1.090
286 H 0.63024 -0.92693 1.18880  C279 1.090
287 H -0.99365 -1.52644 1.45489  C279 1.090
288 H -1.95404 -0.99866 -1.74935  O280 0.960

Maximum force, eV/Å: 3.34
Total charge: 0
Kohn-Sham gap, eV: 8.4
HOMO energy, eV: -7.985
SMILES: CC1(C)CCCC(C)(C)N1O.CC1(C)CCCC(C)(C)N1O.CC1(C)CCCC(C)(C)N1O.CC1(C)CCCC(C)(C)N1O.CC1(C)CCCC(C)(C)N1O.CC1(C)CCCC(C)(C)N1O.CC1(C)CCCC(C)(C)N1O.CC1(C)CCCC(C)(C)N1O.CC(C)O.CC(C)O.CC(C)O.CC(C)O
Energy above the lowest of the compared OMol25 structures with the same formula, charge and spin, eV: 1.017

Atom charges from the Löwdin analysis, given in e for atoms 1 to 2: number 1, C, carries -0.040; number 2, C, carries -0.443